[1]
Computed, not measured: a molecular structure, C20H8Cl6N2O8Pd, with ωB97M-V/def2-TZVPD.

Last column: Löwdin charge in e.
Atoms and positions in Å:
1 Pd -0.443 0.132 -0.396  0.7772
2 O -0.821 3.390 2.671  -0.0311
3 C -0.495 2.676 1.708  -0.6510
4 O -0.381 1.424 1.676  -0.0773
5 C -0.130 3.407 0.405  -0.0464
6 C 0.551 4.585 0.455  0.0478
7 C 1.013 5.210 -0.722  -0.1663
8 C 0.921 4.565 -1.937  0.0518
9 C 0.258 3.357 -2.003  -0.0786
10 C -0.468 2.821 -0.878  -0.3317
11 O -1.417 1.996 -1.018  -0.0906
12 N 0.380 2.611 -3.244  -0.3561
13 O 0.598 3.234 -4.279  0.0260
14 O 0.314 1.399 -3.202  0.0396
15 N 1.684 6.483 -0.656  -0.3769
16 O 1.799 7.028 0.435  0.0285
17 O 2.110 6.985 -1.693  0.0127
18 H 0.746 5.043 1.415  0.1235
19 H 1.393 4.971 -2.818  0.1212
20 Cl 2.548 -6.388 -2.663  0.5948
21 C 2.126 -4.920 -1.834  -0.7362
22 C 1.147 -4.069 -2.343  -0.7104
23 Cl 0.351 -4.483 -3.829  0.6333
24 C 0.803 -2.904 -1.683  -0.5872
25 Cl -0.400 -1.843 -2.325  0.7565
26 C 1.412 -2.499 -0.449  -0.5137
27 O 1.124 -1.446 0.178  -0.1389
28 C 2.401 -3.414 0.038  -0.6146
29 Cl 3.153 -2.998 1.537  0.6817
30 C 2.747 -4.571 -0.633  -0.7120
31 Cl 3.967 -5.618 0.021  0.6229
32 Cl -1.814 -3.867 4.972  0.5936
33 C -1.889 -2.881 3.522  -0.6703
34 C -2.053 -1.511 3.638  -0.0978
35 C -2.144 -0.741 2.489  -0.0247
36 C -2.086 -1.330 1.225  -0.2765
37 C -2.243 -0.524 -0.004  -0.1824
38 C -1.890 -2.707 1.145  -0.0465
39 C -1.792 -3.491 2.285  -0.1159
40 H -2.095 -1.048 4.614  0.1017
41 H -2.225 0.335 2.563  0.1083
42 H -2.768 0.420 0.113  0.0692
43 H -2.544 -1.083 -0.885  0.0382
44 H -1.810 -3.175 0.169  0.1072
45 H -1.640 -4.560 2.218  0.0971

Atomic forces in eV per Å
Pd 0.50 -0.21 0.23
O 0.05 -0.05 -0.04
C -0.14 0.23 0.03
O -0.03 0.19 0.15
C 0.00 -0.25 -0.08
C 0.04 0.15 0.03
C 0.12 0.01 0.06
C 0.12 -0.02 -0.14
C 0.21 0.00 0.08
C -0.28 0.52 -0.05
O 0.20 -0.14 -0.17
N -0.18 0.28 0.08
O -0.01 0.03 -0.05
O -0.06 -0.17 0.03
N -0.05 -0.13 0.02
O 0.01 0.01 0.01
O 0.00 0.01 -0.03
H -0.09 -0.02 0.02
H -0.05 0.03 0.00
Cl -0.01 0.08 0.04
C -0.01 -0.08 -0.06
C -0.02 -0.02 -0.01
Cl 0.03 0.01 0.05
C -0.01 0.03 0.09
Cl 0.15 -0.31 -0.38
C 0.00 -0.01 0.01
O -0.12 -0.10 -0.21
C 0.04 -0.04 0.05
Cl -0.01 0.00 -0.05
C 0.01 -0.01 0.02
Cl -0.04 0.03 -0.01
Cl 0.02 0.01 -0.02
C -0.01 0.06 0.00
C 0.04 0.02 -0.03
C -0.06 0.01 0.08
C -0.38 -0.07 -0.09
C 0.47 0.30 0.23
C 0.03 -0.14 -0.02
C 0.03 -0.05 -0.04
H 0.00 -0.01 0.00
H 0.01 0.00 0.02
H -0.28 -0.12 0.11
H -0.23 -0.09 0.05
H -0.01 0.00 0.01
H 0.00 0.01 -0.02

Results
Total charge   -2
Calculated total energy   -118841.5685 eV
HOMO-LUMO gap   6.1 eV
Energy above the lowest of the compared OMol25 structures with the same formula, charge and spin   129.3 kJ/mol

=====

[2]
Computed, not measured: a molecular structure, C39H75BI2N5O8, with ωB97M-V/def2-TZVPD.

Last column: Löwdin charge in e.
Atoms and positions in Å:
1 N -1.868 3.503 2.149  0.1040
2 C -0.965 4.331 2.472  -0.2204
3 C 0.521 3.881 2.461  -0.1486
4 N 0.649 2.425 2.231  -0.1406
5 N 0.752 1.684 3.312  0.1943
6 C 0.865 0.380 3.122  -0.1619
7 C 0.930 -0.390 4.482  -0.1063
8 C 2.191 0.007 5.338  -0.1613
9 C 1.814 0.086 6.858  -0.2031
10 C 2.406 1.332 7.595  -0.1925
11 C 1.917 2.704 7.015  -0.2797
12 N 3.067 3.344 6.335  -0.0181
13 C 0.934 -0.395 1.895  0.0160
14 B 1.112 -1.978 1.723  -0.6017
15 N 0.233 -2.930 2.406  0.1934
16 O 2.126 -2.432 0.873  0.0743
17 C 0.816 0.456 0.692  -0.5948
18 I 0.832 -0.310 -1.287  1.0148
19 C 0.658 1.857 1.016  -0.5800
20 I 0.405 3.190 -0.674  0.9662
21 H -2.772 3.980 2.254  0.0727
22 H -1.220 5.364 2.813  0.1328
23 H 0.896 4.057 3.502  0.1363
24 H 1.178 4.481 1.802  0.0956
25 H 0.049 0.008 5.049  0.1099
26 H 0.757 -1.479 4.384  0.0998
27 H 2.487 1.046 5.038  0.0906
28 H 3.074 -0.644 5.158  0.1215
29 H 2.208 -0.827 7.376  0.1151
30 H 0.716 0.092 7.062  0.0950
31 H 3.517 1.317 7.620  0.1110
32 H 2.036 1.267 8.650  0.1119
33 H 1.576 3.397 7.833  0.0984
34 H 1.050 2.612 6.312  0.1035
35 H 2.842 4.287 6.031  0.0351
36 H 3.901 3.326 6.916  0.0691
37 H -0.281 -3.451 1.691  0.1022
38 H -0.409 -2.451 3.039  0.0656
39 H 1.745 -2.983 0.169  0.0873
40 C -0.337 1.387 -5.127  -0.1803
41 C -1.597 1.566 -4.300  -0.1922
42 C -2.479 2.368 -5.243  -0.2053
43 O -2.115 1.984 -6.572  -0.1299
44 C -0.899 1.222 -6.526  -0.2014
45 H 0.278 0.542 -4.815  0.0943
46 H 0.273 2.294 -5.074  0.1185
47 H -2.051 0.590 -4.101  0.1145
48 H -1.429 2.066 -3.344  0.0717
49 H -2.297 3.444 -5.140  0.1171
50 H -3.543 2.180 -5.086  0.1177
51 H -1.149 0.176 -6.731  0.1172
52 H -0.215 1.572 -7.296  0.1147
53 C -3.827 -0.554 6.689  -0.1602
54 C -2.475 -1.151 7.037  -0.1704
55 C -2.398 -2.332 6.088  -0.2027
56 O -3.140 -1.971 4.916  -0.1510
57 C -3.889 -0.777 5.188  -0.2019
58 H -3.931 0.495 6.968  0.1165
59 H -4.621 -1.119 7.185  0.1164
60 H -1.682 -0.432 6.804  0.0890
61 H -2.377 -1.439 8.083  0.1193
62 H -2.866 -3.222 6.522  0.1224
63 H -1.371 -2.580 5.810  0.1048
64 H -3.415 0.048 4.643  0.1119
65 H -4.910 -0.893 4.823  0.1031
66 C 2.840 -2.295 -7.638  -0.1689
67 C 2.223 -2.216 -9.024  -0.1715
68 C 1.034 -1.303 -8.788  -0.1919
69 O 1.402 -0.411 -7.724  -0.1614
70 C 2.609 -0.888 -7.114  -0.1975
71 H 3.891 -2.580 -7.640  0.1180
72 H 2.291 -3.017 -7.027  0.1000
73 H 2.924 -1.744 -9.717  0.1152
74 H 1.940 -3.185 -9.435  0.1158
75 H 0.155 -1.871 -8.462  0.1197
76 H 0.767 -0.726 -9.673  0.1063
77 H 3.423 -0.216 -7.408  0.1192
78 H 2.507 -0.856 -6.026  0.1061
79 C -8.464 -2.957 4.526  -0.1715
80 C -8.939 -1.528 4.729  -0.1751
81 C -8.669 -1.316 6.209  -0.2031
82 O -7.534 -2.127 6.542  -0.1487
83 C -7.265 -3.022 5.455  -0.2053
84 H -8.214 -3.194 3.492  0.1137
85 H -9.235 -3.656 4.860  0.1169
86 H -8.325 -0.845 4.135  0.1119
87 H -9.983 -1.369 4.460  0.1140
88 H -9.513 -1.651 6.820  0.1187
89 H -8.457 -0.273 6.452  0.1153
90 H -6.354 -2.676 4.953  0.1005
91 H -7.088 -4.026 5.843  0.1194
92 C 3.045 -6.216 -3.243  -0.1719
93 C 1.777 -5.391 -3.370  -0.1752
94 C 2.300 -4.106 -3.991  -0.2183
95 O 3.427 -4.465 -4.793  -0.1440
96 C 3.803 -5.817 -4.498  -0.1949
97 H 2.867 -7.289 -3.176  0.1156
98 H 3.604 -5.906 -2.355  0.1141
99 H 1.081 -5.881 -4.056  0.1181
100 H 1.261 -5.227 -2.422  0.1047
101 H 2.645 -3.403 -3.222  0.1082
102 H 1.554 -3.605 -4.611  0.1111
103 H 3.514 -6.441 -5.350  0.1209
104 H 4.885 -5.878 -4.374  0.1195
105 C 3.817 7.228 8.559  -0.1664
106 C 4.378 8.307 7.648  -0.1693
107 C 4.537 7.559 6.335  -0.1959
108 O 3.511 6.555 6.307  -0.1643
109 C 2.921 6.454 7.609  -0.2147
110 H 3.282 7.617 9.425  0.1166
111 H 4.626 6.586 8.917  0.1176
112 H 3.648 9.113 7.534  0.1166
113 H 5.311 8.742 8.005  0.1165
114 H 5.506 7.052 6.281  0.1194
115 H 4.436 8.210 5.466  0.1173
116 H 1.920 6.895 7.559  0.1219
117 H 2.825 5.404 7.886  0.0880
118 C 0.557 -2.763 -14.170  -0.1740
119 C 0.092 -1.325 -14.028  -0.1733
120 C 0.359 -1.054 -12.557  -0.2128
121 O 1.487 -1.858 -12.187  -0.1588
122 C 1.753 -2.799 -13.235  -0.2002
123 H 0.808 -3.044 -15.193  0.1141
124 H -0.220 -3.442 -13.810  0.1153
125 H 0.712 -0.671 -14.647  0.1163
126 H -0.950 -1.170 -14.306  0.1144
127 H -0.491 -1.358 -11.936  0.1167
128 H 0.578 -0.003 -12.357  0.1183
129 H 2.667 -2.481 -13.748  0.1187
130 H 1.922 -3.788 -12.806  0.1167

Atomic forces in eV per Å
N 0.11 0.73 0.26
C 0.16 -0.32 -0.21
C -0.33 0.93 1.42
N 0.28 -0.68 -1.32
N -0.07 -0.73 -0.41
C 0.26 -2.43 1.33
C -0.34 1.12 0.09
C -0.60 0.77 0.09
C 0.87 -0.37 0.63
C -1.10 0.00 0.34
C 0.73 0.57 0.52
N -0.77 -0.50 -0.66
C 0.08 3.38 -1.77
B 0.31 -1.43 0.49
N 0.19 2.00 -1.20
O -1.46 0.76 -0.04
C 0.09 -0.43 3.38
I -0.09 0.42 0.96
C -0.27 0.55 -2.64
I 0.16 -0.53 0.93
H 0.11 -0.47 -0.14
H 0.73 -0.67 -0.26
H -0.17 -0.38 -0.80
H -0.54 -0.58 0.12
H 0.61 -0.40 -0.47
H 0.43 0.63 -0.10
H -0.19 -0.85 0.11
H -0.70 0.30 0.11
H -0.40 0.66 -0.36
H 0.70 -0.01 -0.52
H -0.67 -0.04 -0.09
H 0.50 -0.02 -0.75
H -0.02 -0.87 -0.38
H 0.76 -0.16 0.37
H 0.44 -0.12 0.22
H -0.30 0.27 -0.11
H 0.12 -0.48 0.71
H -0.24 -0.52 -0.33
H 0.58 -0.21 0.37
C 0.28 0.18 0.09
C -0.14 -0.21 0.16
C -0.04 0.20 -0.23
O 0.12 -0.02 0.40
C -0.19 -0.14 -0.30
H 0.00 0.00 -0.09
H 0.03 -0.05 -0.01
H -0.02 0.05 0.03
H -0.05 0.01 -0.02
H -0.05 0.01 0.11
H 0.01 0.02 -0.09
H 0.13 -0.01 -0.02
H -0.10 -0.03 -0.02
C -0.28 -0.12 0.13
C 0.25 0.19 0.05
C -0.14 -0.28 -0.02
O 0.10 0.16 0.12
C 0.07 0.13 -0.19
H 0.01 -0.03 -0.03
H -0.02 0.06 -0.05
H 0.01 -0.02 0.05
H 0.00 -0.01 -0.05
H 0.09 -0.01 0.06
H -0.04 -0.04 -0.07
H -0.07 0.07 0.01
H 0.06 -0.07 -0.05
C -0.12 -0.20 0.19
C 0.22 0.11 -0.17
C -0.25 -0.02 0.02
O 0.18 -0.22 0.05
C 0.08 0.22 -0.11
H -0.04 0.01 0.04
H 0.10 0.00 0.02
H -0.09 -0.05 -0.05
H -0.02 0.06 -0.01
H -0.02 -0.04 -0.07
H 0.01 0.05 0.08
H 0.06 -0.04 0.08
H -0.06 0.07 -0.01
C -0.18 -0.22 0.01
C 0.07 0.22 -0.15
C -0.11 -0.07 0.23
O -0.06 0.02 -0.23
C 0.24 0.08 0.03
H 0.02 0.01 0.04
H 0.04 0.00 -0.03
H -0.05 0.00 0.01
H 0.03 0.00 0.04
H -0.05 0.08 -0.03
H 0.06 -0.06 0.06
H 0.02 -0.12 -0.07
H 0.03 0.07 0.09
C 0.17 -0.02 0.26
C -0.24 -0.08 -0.13
C 0.17 0.17 -0.02
O -0.16 -0.08 0.21
C 0.01 -0.07 -0.27
H 0.01 0.04 -0.03
H 0.00 -0.05 -0.03
H -0.01 0.04 0.05
H 0.01 0.00 -0.02
H -0.08 0.03 0.06
H 0.08 0.02 -0.06
H 0.05 -0.06 0.04
H -0.02 0.10 -0.05
C 0.18 -0.15 0.15
C -0.13 0.24 -0.05
C 0.23 -0.11 -0.11
O -0.01 0.03 0.16
C -0.29 0.13 0.00
H 0.00 -0.02 -0.05
H -0.05 0.01 0.02
H 0.05 0.00 0.00
H -0.02 -0.04 -0.04
H 0.03 0.07 -0.01
H -0.06 -0.10 -0.02
H -0.02 -0.02 0.10
H 0.01 0.02 -0.05
C -0.17 -0.25 0.03
C 0.07 0.23 -0.18
C -0.07 -0.05 0.23
O -0.17 -0.01 -0.21
C 0.26 0.09 0.01
H 0.02 0.01 0.04
H 0.04 0.00 -0.03
H -0.05 0.00 0.02
H 0.03 -0.01 0.04
H -0.06 0.07 -0.04
H 0.06 -0.05 0.06
H 0.00 -0.09 -0.05
H 0.02 0.07 0.08

Results
Total charge   +1
Calculated total energy   -82358.1822 eV
HOMO-LUMO gap   6.2 eV

=====

What did we get for HOMO energy? Answer: -2.2 -10.6 eV, in the order shown.